Entry 1
Molecular formula: C3H10NO3
Method: DFT, the ωB97M-V functional and the def2-TZVPD basis

Structure (ORCA input):
```
! RIJCOSX wB97M-V def2-TZVPD def2/J DEFGRID3
* xyz 1 1
C 0.77872 0.09324 1.98145
C -0.23407 0.14794 0.87140
C 0.54768 0.02150 -0.40971
N -1.02308 0.23231 -2.04389
O -1.08685 -1.00954 0.88731
O 0.89078 -1.15651 -0.85814
O 1.17801 1.08247 -0.78587
H 0.22993 0.19244 2.91426
H 1.25788 -0.94440 2.07497
H 1.55458 0.80451 2.10913
H -0.79622 1.14386 1.04576
H -1.96529 0.02286 -2.31436
H -0.97238 1.23017 -2.13550
H -0.45681 -0.24184 -2.73097
H -1.94360 -0.94504 1.31212
H 0.37088 -1.68447 -0.23193
H 1.66985 1.01052 -1.68603
*
```

Output
E_HOMO (eV): -15.4
Molar mass (g mol⁻¹): 108.12

Entry 2
Molecular formula: C3H10NO3
Method: DFT, the ωB97M-V functional and the def2-TZVPD basis

Structure (ORCA input):
```
! RIJCOSX wB97M-V def2-TZVPD def2/J DEFGRID3
* xyz 1 1
O -0.91239 1.44217 -1.31303
C -0.20644 1.81847 -0.46238
O -0.52855 2.67385 0.40188
C 1.01786 1.00622 -0.00294
C 0.15901 -0.05185 0.86046
N 1.74863 0.40976 -1.16875
H -1.47043 3.12402 0.31061
H 1.69120 1.62677 0.63632
H -0.39758 0.44300 1.64296
H -0.48988 -0.49849 0.27253
H 0.68309 -0.84951 1.30349
H 1.79712 -0.61036 -1.14071
H 2.70897 0.82909 -1.25100
H 1.42702 0.70554 -2.08312
H -1.89488 -5.53396 0.68351
H -1.14814 -6.62950 1.51414
O -1.18025 -5.63002 1.40136
*
```

Output
E_HOMO (eV): -13.5
Molar mass (g mol⁻¹): 108.12

Stability summary: most stable entry 1, least stable entry 2.

Entry 1
Molecular formula: C18H19N5O2S
Method: DFT, the ωB97M-V functional and the def2-TZVPD basis

Structure (ORCA input):
```
! RIJCOSX wB97M-V def2-TZVPD def2/J DEFGRID3
* xyz 0 1
C -7.62653 -0.55490 -0.03251
O -6.43507 -1.29846 0.04183
C -5.26150 -0.63209 0.22443
C -5.13612 0.74703 0.34154
C -3.88499 1.31328 0.52558
C -2.74714 0.52876 0.60582
C -1.38394 1.14283 0.78384
N -0.58291 0.94629 -0.40778
C -0.03528 1.95428 -1.09666
O -0.11174 3.12773 -0.80020
C 0.72720 1.49004 -2.34123
S 2.38535 0.85068 -1.93559
C 2.00013 -0.75470 -1.44160
N 0.81178 -1.31827 -1.30033
N 1.03989 -2.56482 -0.90972
N 2.27634 -2.80154 -0.80526
N 2.93661 -1.68915 -1.13844
C 4.36539 -1.54750 -1.07001
C 4.73346 -0.69781 0.12189
C 4.46374 -1.16673 1.40181
C 4.75097 -0.38249 2.50409
C 5.30940 0.87374 2.33445
C 5.57753 1.34443 1.06079
C 5.28629 0.56324 -0.04431
C -2.87798 -0.85234 0.48391
C -4.11522 -1.42672 0.29490
H -7.81066 0.00377 0.89100
H -8.42142 -1.28539 -0.17473
H -7.61696 0.13766 -0.88049
H -5.99913 1.39185 0.28879
H -3.80019 2.38693 0.60885
H -1.45471 2.21975 0.95014
H -0.87156 0.68088 1.63718
H -0.44498 -0.01113 -0.72507
H 0.91057 2.34815 -2.98688
H 0.19384 0.70713 -2.87777
H 4.77210 -2.55754 -0.97711
H 4.71679 -1.08667 -1.99756
H 4.02370 -2.14587 1.52927
H 4.53776 -0.75203 3.49588
H 5.53189 1.48632 3.19513
H 6.00838 2.32471 0.92459
H 5.48682 0.93471 -1.03838
H -2.00220 -1.48294 0.53662
H -4.22568 -2.49509 0.19932
*
```

Output
SMILES: COc1ccc(CNC(=O)CSc2nnnn2Cc2ccccc2)cc1
E_HOMO (eV): -8.4
Molar mass (g mol⁻¹): 369.45

Entry 2
Molecular formula: C18H19N5O2S
Method: DFT, the ωB97M-V functional and the def2-TZVPD basis

Structure (ORCA input):
```
! RIJCOSX wB97M-V def2-TZVPD def2/J DEFGRID3
* xyz 0 1
O 4.42508 -1.60965 1.58572
C 3.46232 -0.95402 1.24404
C 3.30793 -0.45973 -0.19492
S 1.83123 -1.11122 -1.04743
C 0.67054 0.08366 -0.57992
N 0.83103 1.04052 0.31222
N -0.28524 1.76501 0.39147
C -1.15399 1.25896 -0.45069
C -2.48314 1.58032 -0.78866
C -3.09036 0.81660 -1.73524
C -2.38619 -0.26953 -2.35258
C -3.01397 -1.11205 -3.37507
C -4.03182 -0.63038 -4.19601
C -4.59955 -1.45011 -5.15382
C -4.16376 -2.75622 -5.30294
C -3.14495 -3.23951 -4.49706
C -2.57045 -2.42438 -3.54198
N -1.16080 -0.57814 -2.02782
N -0.58112 0.16925 -1.10626
N 2.46011 -0.59037 2.05316
C 2.44356 -0.87231 3.46603
C 2.15982 0.41303 4.25575
C 3.15670 1.54610 3.94635
C 2.34457 2.51674 3.08730
C 0.92130 2.25562 3.57517
O 0.86644 0.87689 3.89017
H 3.24288 0.62714 -0.22830
H 4.15909 -0.80944 -0.77792
H -2.96913 2.40143 -0.28802
H -4.11486 1.00119 -2.01280
H -4.36538 0.39306 -4.11061
H -5.38427 -1.06618 -5.78870
H -4.61391 -3.39381 -6.04901
H -2.79839 -4.25520 -4.61481
H -1.77566 -2.78731 -2.90962
H 1.73665 0.04036 1.71757
H 3.41070 -1.29751 3.74203
H 1.65269 -1.59709 3.68871
H 2.16257 0.16362 5.32718
H 3.47400 2.02851 4.87094
H 4.03814 1.16766 3.43269
H 2.41937 2.26393 2.03064
H 2.64273 3.55323 3.22608
H 0.70124 2.85011 4.47448
H 0.16628 2.45122 2.81250
*
```

Output
SMILES: O=C(CSc1nnc2ccc(-c3ccccc3)nn12)NC[C@H]1CCCO1
E_HOMO (eV): -8.5
Molar mass (g mol⁻¹): 369.45

Stability summary: most stable entry 2, least stable entry 1.

Entry 1
Molecular formula: C3H5O3
Method: DFT, the ωB97M-V functional and the def2-TZVPD basis

Structure (ORCA input):
```
! RIJCOSX wB97M-V def2-TZVPD def2/J DEFGRID3
* xyz -1 1
O -2.62985 -0.18298 0.67255
C -1.60637 0.28974 0.13839
O -1.53580 1.23007 -0.69467
C -0.25493 -0.41077 0.52181
C 0.83302 -0.16796 -0.52033
O 2.12792 0.21241 0.01679
H -0.50576 -1.47825 0.48983
H -0.00251 -0.19070 1.53688
H 0.99374 -1.07082 -1.10674
H 0.51448 0.60866 -1.21757
H 2.06605 1.16060 0.16307
*
```

Output
SMILES: O=C([O-])CCO
E_HOMO (eV): -4.0
Molar mass (g mol⁻¹): 89.07

Entry 2
Molecular formula: C3H5O3
Method: DFT, the ωB97M-V functional and the def2-TZVPD basis

Structure (ORCA input):
```
! RIJCOSX wB97M-V def2-TZVPD def2/J DEFGRID3
* xyz -1 1
C 0.81855 -1.68274 1.81573
C 0.12144 -1.10832 0.83445
O -0.94620 -1.57648 0.16629
H 1.24062 -1.04577 2.57220
H 0.70737 -2.75186 1.98480
H 0.23453 -0.03645 0.70404
H -1.12006 -0.89357 -0.50716
O 0.13735 0.51838 -1.56855
C 0.06412 1.70861 -1.17912
O -0.15918 2.15714 -0.04477
H 0.22610 2.44220 -2.02032
*
```

Output
E_HOMO (eV): -4.5
Molar mass (g mol⁻¹): 89.07

Stability summary: most stable entry 1, least stable entry 2.

Entry 1
Molecular formula: C3H5O3
Method: DFT, the ωB97M-V functional and the def2-TZVPD basis

Structure (ORCA input):
```
! RIJCOSX wB97M-V def2-TZVPD def2/J DEFGRID3
* xyz -1 1
C -1.86412 -0.63038 -0.66530
C -0.94985 0.07528 -1.37465
O 0.32493 0.14180 -1.13937
H -2.81436 -0.96078 -1.07338
H -1.51028 -1.15238 0.22502
H -1.36502 0.71174 -2.16808
H 0.74864 -0.10175 -0.05098
O 1.48506 -0.48281 0.86523
C 1.86322 0.49231 1.59272
O 2.51272 0.43190 2.62695
H 1.56906 1.47505 1.16184
*
```

Output
E_HOMO (eV): -4.1
Molar mass (g mol⁻¹): 89.07

Entry 2
Molecular formula: C3H5O3
Method: DFT, the ωB97M-V functional and the def2-TZVPD basis

Structure (ORCA input):
```
! RIJCOSX wB97M-V def2-TZVPD def2/J DEFGRID3
* xyz -1 1
C -1.79489 -0.19126 -0.05656
C 1.14778 -0.62996 -0.23880
C 0.30048 0.35141 0.56223
O -2.18085 -1.29438 0.18571
O -2.23256 0.83917 -0.50371
O 0.44674 1.69411 0.31103
H 0.60750 -1.67282 -0.20492
H 1.34478 -0.21404 -1.33975
H 2.27465 -0.89860 0.16417
H 0.26283 0.09204 1.60371
H -0.17645 1.92432 -0.48311
*
```

Output
E_HOMO (eV): -2.3
Molar mass (g mol⁻¹): 89.07

Stability summary: most stable entry 1, least stable entry 2.

Entry 1
Molecular formula: C2H6N5
Method: DFT, the ωB97M-V functional and the def2-TZVPD basis

Structure (ORCA input):
```
! RIJCOSX wB97M-V def2-TZVPD def2/J DEFGRID3
* xyz 1 1
N 2.17932 1.82965 0.43429
C 1.39251 1.01221 0.30854
N 0.64041 -0.03975 0.00353
N 1.29825 -1.25437 -0.29842
C -0.70203 0.10805 0.07684
N -1.40268 -0.99805 -0.24996
N -1.20237 1.27494 0.46564
H 2.06858 -1.09423 -0.91675
H 1.52784 -1.79537 0.53714
H -2.39095 -1.11374 -0.44166
H -0.72182 -1.68020 -0.57771
H -2.14549 1.70702 0.42126
H -0.54157 2.04383 0.23726
*
```

Output
SMILES: N#C[N+](N)=C(N)N
E_HOMO (eV): -15.2
Molar mass (g mol⁻¹): 100.10

Entry 2
Molecular formula: C2H6N5
Method: DFT, the ωB97M-V functional and the def2-TZVPD basis

Structure (ORCA input):
```
! RIJCOSX wB97M-V def2-TZVPD def2/J DEFGRID3
* xyz 1 1
N 2.91563 0.43401 -0.09830
C 1.93123 -0.10851 0.07746
N 0.64258 -0.50764 0.03507
N 0.15163 -1.83644 0.05543
C -0.43315 0.55570 0.07220
N -1.62053 0.04048 -0.03041
N -0.14547 1.82130 -0.01851
H 0.09292 -2.32686 -0.87311
H 0.68244 -2.47773 0.72233
H -2.42947 0.63517 0.10868
H -1.50076 -0.94710 -0.17269
H -0.95673 2.38103 -0.37660
H 0.66967 2.33658 0.49845
*
```

Output
SMILES: N#C[N+](N)=C(N)N
E_HOMO (eV): -14.8
Molar mass (g mol⁻¹): 100.10

Stability summary: most stable entry 1, least stable entry 2.